1.
This record from OMol25 describes C24H43FeN2OP3 as an isolated structure. The level of theory is ωB97M-V/def2-TZVPD.

- Spin multiplicity: 6
- Orbital gap (spin up / spin down): 0.117 / 0.152 Eh
- E_LUMO (spin up / spin down): -10.7982 / -11.5509 eV
- HOMO level (spin up / spin down): -13.9800 / -15.6894 eV
- DFT total energy: -3411.71396 hartree
- ΔE to the lowest compared entry with this formula, charge and spin: 19.6 kJ/mol
- Total charge: +3

CARTESIAN COORDINATES (ANGSTROEM)
Fe  0.393  0.212  0.118
P  2.079  -0.847  1.688
P  1.314  2.244  -0.193
P  -0.431  -2.119  -0.188
H  1.041  0.705  -2.340
C  0.381  0.773  -3.220
C  -0.598  1.940  -3.205
H  -0.623  2.616  -2.346
C  3.218  -2.092  0.962
C  3.288  0.229  2.564
C  1.431  -1.742  3.164
C  1.063  3.825  -1.089
C  1.592  2.961  1.471
C  2.981  1.755  -0.794
C  -1.991  -2.365  -1.128
C  -0.932  -3.023  1.337
C  0.698  -3.307  -1.031
H  1.051  0.902  -4.083
H  -0.483  2.572  -4.101
H  4.046  -2.266  1.663
H  3.626  -1.704  0.019
H  2.696  -3.036  0.760
H  3.972  -0.422  3.128
H  2.773  0.890  3.273
H  3.878  0.837  1.872
H  1.436  -2.826  2.998
H  0.413  -1.410  3.398
H  2.064  -1.513  4.032
H  1.786  4.581  -0.749
H  0.052  4.186  -0.856
H  1.176  3.714  -2.174
H  1.726  4.047  1.390
H  2.475  2.533  1.954
H  0.720  2.772  2.105
H  3.574  2.661  -0.972
H  2.890  1.203  -1.736
H  3.485  1.111  -0.063
H  -2.402  -3.347  -0.857
H  -1.841  -2.348  -2.213
H  -2.712  -1.583  -0.860
H  -1.712  -3.752  1.079
H  -1.348  -2.312  2.062
H  -0.084  -3.554  1.785
H  0.247  -3.644  -1.975
H  0.873  -4.180  -0.387
H  1.662  -2.832  -1.255
C  -1.891  0.100  -3.523
C  -0.510  -0.454  -3.424
C  -0.262  -1.293  -4.606
C  -1.285  -2.089  -5.037
C  -2.622  -1.859  -4.630
C  -2.963  -0.657  -4.020
O  -1.967  1.413  -3.298
H  -0.215  1.240  -1.081
H  -0.450  -1.130  -2.538
H  0.766  -1.367  -4.962
H  -1.071  -2.903  -5.726
H  -3.398  -2.571  -4.917
H  -3.981  -0.267  -3.946
N  -3.310  1.044  1.576
C  -2.395  0.781  0.627
N  -1.171  0.684  1.189
C  -1.323  0.929  2.582
C  -0.408  1.107  3.627
C  -0.907  1.529  4.869
C  -2.281  1.759  5.071
C  -3.197  1.574  4.027
C  -2.677  1.139  2.816
H  -4.305  1.170  1.424
H  -2.662  0.624  -0.419
H  0.654  0.905  3.467
H  -0.215  1.692  5.697
H  -2.632  2.098  6.044
H  -4.269  1.758  4.098

2.
This record from OMol25 describes C24H43N2OP3Ti as an isolated structure. The level of theory is ωB97M-V/def2-TZVPD.

- Spin multiplicity: 2
- Orbital gap (spin up / spin down): 0.158 / 0.147 Eh
- E_LUMO (spin up / spin down): -10.9810 / -11.2865 eV
- HOMO level (spin up / spin down): -15.2820 / -15.2824 eV
- DFT total energy: -2997.61120 hartree
- ΔE to the lowest compared entry with this formula, charge and spin: 114.2 kJ/mol
- Total charge: +3

CARTESIAN COORDINATES (ANGSTROEM)
Ti  0.053  0.531  0.023
P  1.145  2.011  1.920
P  1.174  -1.642  -0.382
P  -1.409  0.041  2.044
H  -1.507  1.246  -2.127
C  -1.742  1.327  -1.069
C  -1.233  2.415  -0.319
H  -0.562  3.137  -0.800
C  2.264  3.370  1.433
C  2.269  0.945  2.908
C  0.246  2.873  3.281
C  0.532  -1.986  -2.071
C  2.935  -2.068  -0.749
C  0.806  -3.055  0.731
C  -2.549  1.383  2.594
C  -0.776  -0.686  3.612
C  -2.637  -1.246  1.641
H  -2.661  0.824  -0.804
H  -1.766  2.856  0.523
H  1.757  4.008  0.699
H  3.173  2.976  0.961
H  2.545  3.997  2.301
H  3.033  0.499  2.265
H  1.732  0.129  3.403
H  2.772  1.557  3.671
H  -0.550  3.493  2.845
H  0.938  3.538  3.832
H  -0.204  2.166  3.996
H  0.164  -3.010  -2.143
H  1.384  -1.865  -2.742
H  -0.215  -1.256  -2.420
H  3.060  -3.130  -1.022
H  3.567  -1.854  0.119
H  3.301  -1.457  -1.584
H  1.308  -3.970  0.386
H  -0.267  -3.247  0.841
H  1.198  -2.829  1.736
H  -3.407  0.976  3.155
H  -2.946  1.925  1.726
H  -2.050  2.116  3.238
H  -1.620  -1.105  4.192
H  -0.255  0.045  4.246
H  -0.084  -1.513  3.386
H  -3.512  -1.125  2.298
H  -2.223  -2.258  1.758
H  -2.953  -1.140  0.599
C  -3.559  -2.608  -1.565
C  -3.500  -3.699  -2.467
C  -4.699  -4.138  -3.047
C  -5.930  -3.598  -2.661
C  -5.985  -2.686  -1.617
C  -4.805  -2.191  -1.065
O  -2.474  -1.769  -1.306
H  -1.624  -2.215  -1.094
H  -2.539  -4.140  -2.736
H  -4.670  -4.895  -3.815
H  -6.833  -3.877  -3.173
H  -6.931  -2.331  -1.231
H  -4.827  -1.447  -0.267
N  2.162  2.586  -3.102
C  1.118  2.083  -2.397
N  1.551  1.425  -1.314
C  2.975  1.497  -1.330
C  3.950  1.078  -0.419
C  5.281  1.387  -0.705
C  5.643  2.167  -1.806
C  4.666  2.605  -2.711
C  3.355  2.235  -2.447
H  2.111  3.129  -3.967
H  0.089  2.249  -2.708
H  3.649  0.506  0.455
H  6.066  1.046  -0.048
H  6.683  2.419  -2.002
H  4.853  3.239  -3.587

3.
This record from OMol25 describes C24H44Cl3N2O4SiV as an isolated structure. The level of theory is ωB97M-V/def2-TZVPD.

- Spin multiplicity: 3
- Orbital gap (spin up / spin down): 0.274 / 0.309 Eh
- E_LUMO (spin up / spin down): -0.6649 / 0.3094 eV
- HOMO level (spin up / spin down): -8.1164 / -8.1116 eV
- DFT total energy: -3965.52852 hartree
- ΔE to the lowest compared entry with this formula, charge and spin: 198.8 kJ/mol

CARTESIAN COORDINATES (ANGSTROEM)
C  2.983  -2.627  -2.507
C  2.275  -1.821  -3.569
H  2.508  -3.619  -2.405
H  2.977  -2.137  -1.523
H  4.030  -2.808  -2.832
C  2.049  -2.357  -4.781
C  2.329  -3.760  -5.221
H  1.695  -1.724  -5.601
H  1.819  -4.537  -4.632
H  3.403  -3.996  -5.250
H  1.967  -3.821  -6.256
V  0.685  -0.216  1.048
Cl  2.288  -0.552  2.533
Cl  2.156  1.166  -0.174
C  0.437  2.633  1.788
O  -0.036  1.497  2.049
N  -0.321  3.714  1.517
C  -1.770  3.587  1.395
C  0.258  4.952  1.007
H  1.523  2.770  1.760
H  -2.186  3.034  2.240
H  -2.065  3.109  0.451
H  -2.170  4.601  1.376
H  1.157  5.226  1.573
H  -0.509  5.728  1.110
H  0.515  4.869  -0.062
H  -0.528  -4.757  4.267
H  -0.765  -3.817  0.868
C  -1.515  -4.489  3.862
C  -1.703  -3.821  1.455
N  -1.421  -3.460  2.838
H  -2.133  -4.129  4.695
C  -0.916  -2.247  3.150
O  -0.648  -1.364  2.317
H  -2.382  -3.081  1.000
H  -0.791  -2.074  4.236
H  -1.973  -5.377  3.418
H  -2.152  -4.813  1.445
O  1.018  -0.360  -2.141
C  1.910  -0.367  -3.233
C  0.384  0.090  -5.199
C  1.426  0.496  -4.370
H  -0.053  -0.902  -5.072
C  -0.119  0.973  -6.161
H  2.855  0.043  -2.850
C  2.071  1.715  -4.586
H  -0.991  0.678  -6.750
C  0.481  2.224  -6.334
C  1.592  2.578  -5.562
H  2.923  1.972  -3.944
H  0.081  2.918  -7.080
H  2.081  3.551  -5.708
Si  -0.583  0.112  -1.706
Cl  0.329  -2.312  -0.479
C  -1.780  -0.506  -3.023
C  -0.470  2.042  -1.901
C  -1.576  0.058  -0.114
H  -1.745  0.084  -3.952
H  -2.815  -0.454  -2.642
H  -1.565  -1.554  -3.276
H  -1.610  -0.916  0.385
H  -2.620  0.285  -0.402
H  -1.322  0.825  0.632
H  -0.513  2.369  -2.948
H  0.486  2.397  -1.493
H  -1.268  2.575  -1.367
C  -1.240  1.617  6.842
C  -0.554  0.341  7.377
C  0.006  -0.343  6.120
O  -0.628  0.217  4.938
C  -1.250  1.462  5.301
H  -2.262  1.722  7.220
H  -0.662  2.506  7.114
H  -1.286  -0.312  7.856
H  0.241  0.566  8.083
H  1.096  -0.182  6.029
H  -0.172  -1.430  6.108
H  -2.273  1.467  4.893
H  -0.691  2.271  4.805

4.
This record from OMol25 describes C24H44Cl3N4O3RhSSi as an isolated structure. The level of theory is ωB97M-V/def2-TZVPD.

- Spin multiplicity: 5
- Orbital gap (spin up / spin down): 0.243 / 0.170 Eh
- E_LUMO (spin up / spin down): -0.0106 / -1.9818 eV
- HOMO level (spin up / spin down): -6.6194 / -6.6046 eV
- DFT total energy: -3564.39192 hartree

CARTESIAN COORDINATES (ANGSTROEM)
C  -1.739  -2.102  -3.806
C  -1.134  -2.805  -2.634
H  -1.280  -2.426  -4.743
H  -1.670  -1.016  -3.712
H  -2.802  -2.371  -3.879
C  -0.680  -4.066  -2.697
C  -0.562  -4.886  -3.930
H  -0.434  -4.607  -1.788
H  -0.650  -4.314  -4.859
H  -1.337  -5.663  -3.950
H  0.393  -5.425  -3.949
Rh  -0.077  0.538  0.226
Cl  -2.356  0.493  0.707
Cl  0.190  3.378  -0.580
H  1.056  4.764  3.960
H  -1.538  5.686  2.597
C  1.168  4.456  2.910
C  -0.945  5.206  1.808
N  -0.145  4.121  2.374
H  1.837  3.591  2.861
C  -0.526  2.859  2.137
O  0.274  1.886  2.044
H  -1.636  4.786  1.067
H  -1.611  2.730  1.980
H  1.579  5.300  2.341
H  -0.292  5.954  1.333
H  1.539  -1.361  -3.239
H  2.694  -3.340  -1.873
C  2.388  -0.757  -2.885
C  3.439  -2.578  -1.589
N  2.845  -1.249  -1.587
H  2.091  0.296  -2.809
C  2.686  -0.539  -0.466
O  2.080  0.566  -0.409
H  3.818  -2.795  -0.584
H  3.151  -0.990  0.438
H  3.218  -0.869  -3.596
H  4.264  -2.608  -2.313
O  -0.105  -1.116  -1.317
C  -1.132  -2.015  -1.313
C  0.205  -3.526  0.195
C  -0.995  -2.872  -0.053
H  1.056  -3.318  -0.455
C  0.264  -4.457  1.228
H  -2.104  -1.472  -1.257
C  -2.058  -2.941  0.843
H  1.183  -5.013  1.383
C  -0.840  -4.643  2.054
C  -1.987  -3.855  1.895
H  -2.915  -2.279  0.687
H  -0.815  -5.399  2.839
H  -2.845  -3.961  2.558
Si  -0.298  3.108  -2.656
Cl  -0.847  1.079  -2.343
C  1.559  3.387  -3.123
C  -1.978  4.097  -2.555
C  -0.622  3.418  -4.592
H  2.239  2.755  -2.540
H  1.843  4.433  -2.941
H  1.790  3.232  -4.185
H  0.148  2.923  -5.202
H  -0.600  4.510  -4.821
H  -1.599  3.002  -4.888
H  -2.301  4.335  -1.536
H  -2.782  3.508  -3.014
H  -1.943  5.027  -3.130
S  0.667  -1.023  1.706
C  0.233  -0.634  3.342
N  -1.019  -0.379  3.699
C  -1.400  0.009  5.052
C  -0.240  0.667  5.759
C  1.011  -0.187  5.653
N  1.202  -0.599  4.266
H  -1.704  -0.333  2.936
H  -1.715  -0.882  5.610
H  -2.253  0.684  4.978
H  -0.483  0.831  6.810
H  -0.047  1.655  5.330
H  0.909  -1.086  6.282
H  1.906  0.366  5.967
H  2.119  -0.875  3.943

- Which value of spin multiplicity does entry 2 give?
  2